This record from the OMol25 dataset describes a 3-piece molecular cluster, C31H50F2N3O6S2 overall. The level of theory is the ωB97M-V functional and the def2-TZVPD basis.

```
94
Properties=species:S:1:pos:R:3:forces:R:3:lowdin_spin:R:1
S 3.908 4.827 2.329 0.02 -0.19 0.16 0.000
S -3.379 3.919 -0.234 0.03 -0.10 0.14 0.000
F -4.679 3.961 0.622 0.13 -0.12 0.08 0.000
F -3.725 0.053 2.617 0.01 0.14 0.13 0.001
O 3.832 3.411 2.522 -0.07 -0.13 -0.06 0.000
O 0.715 -2.029 -4.600 0.08 -0.29 -0.20 0.523
O -3.344 5.153 -0.909 -0.10 0.12 -0.07 0.000
O -0.417 -2.921 3.365 -0.21 0.38 0.15 0.519
O 4.904 5.626 2.962 0.11 0.10 -0.08 0.000
O -3.280 2.662 -0.865 -0.20 -0.16 -0.02 0.000
N -2.337 3.277 2.226 -0.18 -0.08 -0.12 0.000
N -1.310 -3.109 2.462 0.80 -0.68 0.03 0.381
N 1.944 -1.663 -4.642 -0.71 0.57 0.55 0.378
C 2.598 -1.788 -3.305 0.81 -0.34 0.17 0.026
C -2.496 -4.315 4.233 0.17 -0.06 0.15 -0.001
C -1.444 3.393 3.243 0.14 -0.02 0.26 0.000
C -0.777 -2.939 1.076 -0.38 0.52 -0.66 0.026
C -1.875 -2.356 0.149 -0.21 0.10 0.17 0.004
C 2.299 5.490 2.786 -0.18 -0.03 0.07 0.000
C -0.916 4.609 0.829 -0.01 0.08 0.19 0.000
C -3.493 -4.300 1.989 0.05 0.13 -0.04 0.002
C -1.368 -5.559 2.364 0.26 -0.13 -0.15 0.017
C 2.488 0.726 -3.065 0.01 -0.07 -0.14 0.001
C -0.948 -5.543 0.895 -0.09 0.11 0.02 0.001
C 2.139 -0.622 -2.436 -0.12 0.31 0.12 0.016
C -0.299 4.095 3.113 0.17 0.03 0.06 0.000
C 2.205 -3.123 -2.686 -0.29 -0.06 0.10 0.000
C 0.345 -1.906 1.090 0.23 0.03 0.11 -0.002
C -2.159 -4.312 2.748 -0.73 -0.02 -0.01 0.026
C -0.596 5.191 -0.424 0.05 0.01 -0.18 0.000
C 3.535 -0.404 -6.113 0.01 -0.18 0.07 0.004
C -2.128 3.926 1.078 0.07 0.09 0.06 0.000
C -0.190 -4.258 0.544 0.12 -0.40 0.11 0.017
C 0.037 4.698 1.893 -0.02 -0.08 -0.17 0.000
C -3.483 2.355 2.491 0.16 -0.12 0.14 0.000
C 2.151 -0.398 -5.414 0.55 0.10 -0.56 0.026
C 1.501 5.960 0.483 -0.08 0.14 -0.13 0.000
C 1.951 0.828 -4.498 -0.13 0.09 0.33 0.017
C 4.134 -1.789 -3.380 -0.03 0.06 -0.13 0.002
C -3.403 1.066 4.745 -0.04 0.20 -0.15 0.000
C 1.107 -0.323 -6.522 -0.19 0.00 -0.02 -0.002
C 1.268 5.383 1.700 0.13 -0.02 0.05 0.000
C 0.579 5.849 -0.577 0.13 0.05 -0.02 0.000
C -3.052 1.089 3.262 -0.10 -0.27 -0.07 0.000
H 4.025 0.568 -6.049 -0.03 0.02 0.01 0.000
H 2.084 4.852 3.640 -0.04 0.13 0.09 0.000
H -1.875 -2.809 -0.842 0.08 -0.06 0.02 0.000
H -1.258 5.120 -1.267 -0.02 -0.02 0.00 0.000
H 2.473 -3.950 -3.345 -0.02 0.01 -0.03 0.000
H 1.057 -0.682 -2.281 -0.01 -0.10 -0.12 0.003
H -3.867 1.983 1.553 -0.09 0.12 -0.22 0.000
H -3.827 0.095 4.986 0.11 -0.06 0.04 0.000
H 0.812 6.300 -1.531 0.03 0.00 -0.03 0.000
H 1.138 -3.183 -2.478 0.00 0.04 -0.10 -0.001
H -1.716 -1.284 0.019 0.08 0.00 -0.05 0.000
H -4.240 2.913 3.033 -0.10 0.04 -0.09 0.000
H 4.528 -1.942 -2.375 -0.05 -0.05 0.03 0.000
H 2.603 -0.711 -1.451 0.03 -0.03 0.01 0.001
H -1.676 2.891 4.167 -0.19 -0.05 -0.05 0.000
H -1.988 0.898 3.109 0.02 -0.05 -0.07 0.000
H 2.036 1.525 -2.471 0.03 0.04 0.00 0.001
H 1.118 -1.227 -7.130 0.04 0.00 0.00 0.000
H -3.176 -5.140 4.442 -0.04 -0.01 -0.04 0.000
H 4.559 -0.861 -3.749 -0.01 0.02 0.00 0.000
H 2.420 6.511 3.142 0.14 0.07 -0.12 0.000
H -3.388 -4.358 0.909 0.02 -0.02 -0.01 0.000
H 0.877 1.023 -4.431 -0.02 -0.12 -0.02 0.002
H 1.352 0.526 -7.162 0.03 0.02 -0.01 0.000
H -0.479 -5.632 2.998 -0.01 0.11 0.03 0.002
H -2.520 1.222 5.361 0.03 -0.07 0.08 0.000
H 0.827 -4.365 0.931 -0.03 0.10 0.11 0.002
H 3.421 -0.650 -7.168 -0.06 0.06 -0.01 0.000
H 3.565 0.902 -3.031 0.02 -0.08 -0.04 0.000
H -2.987 -3.384 4.521 0.00 0.01 -0.01 0.000
H -4.073 -3.407 2.231 0.00 0.00 0.01 0.001
H -0.094 -4.170 -0.539 0.04 0.03 -0.02 0.002
H -1.979 -6.439 2.577 -0.03 -0.01 0.00 0.002
H -0.291 -6.392 0.702 -0.01 -0.01 -0.04 0.001
H 2.388 1.695 -4.996 -0.03 0.02 -0.05 0.002
H -1.609 -4.442 4.850 0.01 0.05 -0.03 -0.001
H -2.874 -2.446 0.559 0.00 -0.08 0.00 0.001
H 0.100 -0.185 -6.136 0.02 -0.06 0.02 0.000
H 3.938 5.021 0.988 0.06 0.15 -0.05 0.000
H 0.359 4.144 3.965 -0.04 -0.01 0.04 0.000
H -4.137 1.829 5.002 -0.07 -0.03 0.01 0.000
H 0.017 -0.975 1.557 -0.05 -0.01 0.00 0.000
H 2.403 6.530 0.307 0.05 0.01 0.07 0.000
H 2.740 -3.252 -1.744 0.05 0.04 0.00 0.000
H 1.236 -2.250 1.612 -0.07 -0.03 0.07 0.000
H -1.812 -5.681 0.242 -0.04 0.06 0.04 0.000
H 4.215 -1.148 -5.714 -0.01 0.02 0.05 0.001
H 0.616 -1.694 0.055 -0.01 -0.01 -0.04 0.000
H 4.491 -2.605 -4.009 -0.01 -0.01 0.00 0.001
H -4.072 -5.171 2.297 0.02 0.00 0.07 0.000
```
Positions in Å, forces in eV/Å.

As for the frontier orbital gap (alpha / beta): 4.4 / 5.5 eV. The total energy is -76807.014 eV. Its expectation value of S² is 2.008. The net charge is +1. Its multiplicity is 3. As for the HOMO energy (alpha / beta): -9.742 / -10.881 eV. For the largest force on an atom, the calculation gives 1.1 eV/A.